No. 1
Below is 8 unconnected molecules or ions with the total composition C58H50F16O11S3 in a non-equilibrium geometry, with properties calculated with the ωB97M-V functional and the def2-TZVPD basis.

- total energy (Ha) = -5859.8849
- multiplicity = 1
- orbital gap (eV) = 7.77
- energy above the lowest of the compared OMol25 structures with the same formula, charge and spin (kcal per mole) = 161.59
- E_HOMO (Eh) = -0.3280
- LUMO energy (eV) = -1.1558
- max |F| (Eh/bohr) = 0.1257

Each line ends with the Mulliken charge.
Cartesian coordinates (Å):
C (-3.65, 6.18, 2.87)  -0.96
C (-5.12, 6.63, 2.74)  1.05
C (-5.65, 6.80, 1.28)  0.02
F (-5.00, 7.58, 0.44)  -0.25
F (-5.74, 5.60, 0.62)  -0.28
F (-5.81, 5.75, 3.34)  -0.26
F (-5.31, 7.78, 3.36)  -0.27
O (-3.18, 5.70, 4.14)  -0.38
C (-3.49, 6.58, 5.22)  0.83
C (-2.72, 6.10, 6.54)  0.20
F (-1.42, 6.09, 6.44)  -0.25
F (-3.01, 6.94, 7.50)  -0.27
F (-3.34, 7.88, 4.81)  -0.28
F (-4.73, 6.42, 5.57)  -0.27
H (-3.00, 6.96, 2.46)  0.39
H (-3.45, 5.30, 2.25)  0.50
H (-6.72, 7.00, 1.34)  0.26
H (-3.07, 5.13, 6.88)  0.22
C (-7.79, -1.34, -12.65)  -0.73
C (-8.77, -1.34, -13.87)  1.00
C (-9.52, -2.60, -13.62)  0.10
F (-10.35, -3.03, -14.48)  -0.30
F (-8.85, -3.71, -13.37)  -0.27
F (-9.60, -0.29, -13.81)  -0.27
F (-8.07, -1.22, -15.02)  -0.30
O (-8.61, -1.25, -11.47)  -0.42
C (-8.52, -0.09, -10.61)  0.84
C (-9.43, -0.09, -9.29)  0.20
F (-9.11, -1.11, -8.47)  -0.25
F (-9.44, 1.09, -8.61)  -0.24
F (-7.20, 0.16, -10.41)  -0.29
F (-8.92, 0.90, -11.32)  -0.27
H (-7.33, -0.37, -12.83)  0.35
H (-7.09, -2.18, -12.60)  0.43
H (-10.22, -2.49, -12.79)  0.22
H (-10.40, -0.48, -9.59)  0.21
C (0.85, -1.62, -13.38)  -0.95
S (-1.01, -1.41, -13.06)  0.47
O (-1.48, -2.73, -13.73)  -0.62
C (-1.08, -1.63, -11.22)  -0.84
H (1.45, -0.78, -13.02)  0.35
H (0.90, -1.79, -14.46)  0.32
H (1.17, -2.52, -12.86)  0.32
H (-1.06, -0.62, -10.82)  0.32
H (-0.11, -2.02, -10.90)  0.28
H (-1.90, -2.10, -10.67)  0.35
C (3.42, 4.80, -12.85)  -0.87
S (3.52, 5.22, -11.03)  0.47
O (2.67, 4.21, -10.27)  -0.60
C (5.34, 4.72, -10.71)  -0.96
H (3.36, 3.75, -13.13)  0.31
H (4.34, 5.16, -13.31)  0.31
H (2.61, 5.28, -13.40)  0.32
H (5.75, 3.91, -11.31)  0.32
H (5.50, 4.18, -9.77)  0.36
H (5.93, 5.60, -10.97)  0.34
C (-0.01, 1.78, 13.32)  -0.89
S (-1.62, 0.98, 13.72)  0.47
O (-1.53, -0.35, 12.98)  -0.62
C (-1.22, 0.43, 15.44)  -0.95
H (0.88, 1.26, 13.67)  0.29
H (-0.06, 2.79, 13.73)  0.33
H (0.22, 1.94, 12.27)  0.34
H (-0.31, -0.14, 15.61)  0.32
H (-1.98, -0.26, 15.83)  0.34
H (-1.43, 1.26, 16.11)  0.35
C (-1.41, 0.14, 4.23)  -0.42
C (-0.07, 0.09, 4.07)  -0.63
C (0.53, 0.08, 2.84)  -0.54
C (-0.24, 0.09, 1.68)  0.36
C (-1.70, 0.06, 1.79)  0.52
C (-2.28, 0.11, 3.12)  -0.95
C (-2.55, 0.10, 0.57)  0.46
O (-3.72, -0.18, 0.62)  -0.61
C (-1.82, 0.37, -0.76)  0.46
C (-2.57, 0.70, -1.91)  -0.66
C (-1.96, 0.94, -3.13)  -0.45
C (-0.61, 1.10, -3.15)  -0.46
C (0.15, 0.86, -2.03)  -0.62
C (-0.41, 0.40, -0.81)  0.27
C (0.46, 0.03, 0.32)  0.54
O (1.63, -0.37, 0.20)  -0.60
H (-1.81, 0.24, 5.22)  0.46
H (0.40, 0.27, 5.03)  0.38
H (1.61, 0.15, 2.84)  0.44
H (-3.31, 0.26, 3.40)  0.50
H (-3.63, 0.90, -1.90)  0.39
H (-2.59, 0.97, -4.00)  0.40
H (-0.17, 1.21, -4.13)  0.36
H (1.22, 0.86, -2.14)  0.39
C (0.79, -6.17, 1.27)  -0.46
C (-0.14, -6.55, 0.36)  -0.56
C (-1.49, -6.49, 0.71)  -0.44
C (-1.95, -6.09, 1.97)  0.16
C (-0.99, -5.85, 2.91)  0.44
C (0.37, -5.79, 2.54)  -0.63
C (-1.38, -5.58, 4.30)  0.56
O (-0.54, -5.37, 5.16)  -0.67
C (-2.79, -5.34, 4.67)  0.49
C (-3.16, -5.01, 6.02)  -0.66
C (-4.50, -4.76, 6.35)  -0.39
C (-5.45, -4.69, 5.30)  -0.51
C (-5.07, -4.92, 3.99)  -0.47
C (-3.84, -5.42, 3.62)  0.19
C (-3.45, -5.86, 2.26)  0.32
O (-4.29, -6.02, 1.35)  -0.66
H (1.81, -6.03, 0.95)  0.39
H (0.23, -6.98, -0.56)  0.40
H (-2.23, -6.58, -0.07)  0.44
H (1.05, -5.32, 3.24)  0.43
H (-2.44, -4.85, 6.81)  0.43
H (-4.96, -4.61, 7.31)  0.39
H (-6.42, -4.38, 5.64)  0.38
H (-5.68, -4.75, 3.12)  0.43
C (14.56, -2.43, 7.86)  -0.42
C (14.83, -2.65, 6.53)  -0.30
C (14.01, -2.17, 5.56)  -0.56
C (12.96, -1.34, 5.91)  0.31
C (12.76, -1.05, 7.32)  0.29
C (13.46, -1.79, 8.26)  -0.63
C (11.61, -0.14, 7.80)  0.59
O (11.45, 0.09, 8.99)  -0.65
C (10.69, 0.39, 6.82)  0.47
C (9.57, 1.16, 7.24)  -0.54
C (8.56, 1.60, 6.40)  -0.61
C (8.78, 1.40, 5.07)  -0.30
C (10.01, 0.91, 4.56)  -0.85
C (10.91, 0.23, 5.41)  0.46
C (12.16, -0.53, 4.93)  0.31
O (12.45, -0.63, 3.71)  -0.64
H (15.17, -3.08, 8.46)  0.31
H (15.53, -3.45, 6.33)  0.34
H (14.25, -2.45, 4.55)  0.43
H (13.10, -1.81, 9.28)  0.42
H (9.35, 1.21, 8.30)  0.38
H (7.64, 2.02, 6.80)  0.41
H (7.95, 1.57, 4.40)  0.38
H (10.15, 0.68, 3.52)  0.40

***

No. 2
Below is a single C14H25N3O2S molecule, with properties calculated with the ωB97M-V functional and the def2-TZVPD basis.

- SMILES = C=CCn1c(CC[C@H](O)COCCCCC)n[nH]c1=S
- total energy (Ha) = -1261.3761
- multiplicity = 1
- orbital gap (eV) = 8.62
- energy above the lowest of the compared OMol25 structures with the same formula, charge and spin (kcal per mole) = 36.82
- E_HOMO (Eh) = -0.2893
- LUMO energy (eV) = 0.7510
- max |F| (Eh/bohr) = 0.0191

Each line ends with the natural charge from an NBO analysis.
Cartesian coordinates (Å):
C (3.95, -3.24, 0.51)  -0.38
C (4.66, -2.27, -0.03)  -0.19
C (5.22, -1.11, 0.74)  -0.27
N (4.85, 0.14, 0.13)  -0.38
C (3.61, 0.73, 0.09)  0.38
C (2.42, 0.15, 0.75)  -0.45
C (1.16, 0.98, 0.49)  -0.41
C (-0.05, 0.33, 1.14)  0.09
O (-0.22, -0.97, 0.60)  -0.73
C (-1.32, 1.15, 0.91)  -0.08
O (-2.39, 0.44, 1.51)  -0.56
C (-3.62, 1.13, 1.54)  -0.05
C (-4.30, 1.28, 0.17)  -0.42
C (-4.52, -0.07, -0.50)  -0.40
C (-5.19, 0.07, -1.87)  -0.39
C (-5.41, -1.28, -2.53)  -0.60
N (3.65, 1.84, -0.58)  -0.28
N (4.93, 1.98, -0.99)  -0.39
C (5.71, 0.95, -0.58)  0.22
S (7.31, 0.71, -0.84)  -0.27
H (3.58, -4.07, -0.07)  0.21
H (3.71, -3.25, 1.56)  0.19
H (4.90, -2.27, -1.08)  0.21
H (4.88, -1.13, 1.78)  0.21
H (6.32, -1.14, 0.71)  0.27
H (2.61, 0.09, 1.83)  0.22
H (2.26, -0.87, 0.39)  0.26
H (1.29, 1.99, 0.87)  0.22
H (1.00, 1.03, -0.59)  0.22
H (0.11, 0.25, 2.23)  0.16
H (-1.10, -1.26, 0.86)  0.49
H (-1.49, 1.27, -0.17)  0.17
H (-1.22, 2.15, 1.36)  0.17
H (-3.48, 2.12, 1.99)  0.17
H (-4.25, 0.53, 2.20)  0.19
H (-5.26, 1.78, 0.33)  0.21
H (-3.69, 1.92, -0.47)  0.20
H (-5.13, -0.70, 0.14)  0.19
H (-3.56, -0.57, -0.63)  0.20
H (-6.16, 0.58, -1.74)  0.19
H (-4.58, 0.70, -2.51)  0.19
H (-6.04, -1.91, -1.91)  0.20
H (-5.89, -1.15, -3.50)  0.21
H (-4.46, -1.79, -2.68)  0.20
H (5.22, 2.77, -1.55)  0.43

***

No. 3
Below is a gas-phase ion, C5H8F2NO4S (charge -1) in a non-equilibrium geometry, with properties calculated with the ωB97M-V functional and the def2-TZVPD basis.

- SMILES = CC(C)OC(O[S@](=N)(=O)[O-])=C(F)F
- charge = -1
- total energy (Ha) = -1148.9101
- multiplicity = 1
- orbital gap (eV) = 7.71
- E_HOMO (Eh) = -0.1538
- LUMO energy (eV) = 3.5212
- max |F| (Eh/bohr) = 0.0799

Each line ends with the natural charge from an NBO analysis.
Cartesian coordinates (Å):
C (1.46, 0.35, -1.03)  -0.63
C (0.92, 0.37, 0.44)  0.06
C (2.02, 0.99, 1.29)  -0.62
O (-0.30, 1.09, 0.49)  -0.52
C (-1.33, 0.64, -0.28)  0.50
O (-1.45, -0.67, -0.56)  -0.78
S (-0.95, -2.25, 0.35)  2.42
N (-2.25, -3.02, 0.41)  -1.16
O (-0.53, -1.76, 1.63)  -0.96
O (0.11, -2.64, -0.56)  -0.96
C (-2.06, 1.69, -0.82)  0.50
F (-1.84, 2.98, -0.54)  -0.33
F (-3.34, 1.46, -1.25)  -0.35
H (0.55, 0.61, -1.74)  0.21
H (2.07, 1.17, -1.10)  0.18
H (1.89, -0.62, -1.29)  0.22
H (0.70, -0.70, 0.52)  0.23
H (2.35, 1.96, 1.05)  0.20
H (2.92, 0.49, 1.32)  0.21
H (1.65, 1.03, 2.29)  0.21
H (-2.61, -3.17, -0.62)  0.37

***

No. 4
Below is a molecular structure, C3H4AgO4 in a non-equilibrium geometry, with properties calculated with the ωB97M-V functional and the def2-TZVPD basis.

- total energy (Ha) = -564.5074
- multiplicity = 2
- orbital gap (alpha / beta) (eV) = 7.25 / 6.09
- energy above the lowest of the compared OMol25 structures with the same formula, charge and spin (kcal per mole) = 27.58
- E_HOMO (alpha / beta) (Eh) = -0.3171 / -0.3066
- LUMO energy (alpha / beta) (eV) = -1.3746 / -2.2520
- max |F| (Eh/bohr) = 0.0576

Each line ends with the natural charge from an NBO analysis.
Cartesian coordinates (Å):
O (-0.91, 2.28, -0.27)  -0.41
C (-1.15, 1.18, 0.13)  0.50
H (0.04, 0.18, 0.17)  0.32
H (-2.39, 0.41, 1.67)  0.26
C (-2.49, 0.71, 0.62)  -0.73
H (-3.25, 1.49, 0.50)  0.24
H (-2.76, -0.19, 0.05)  0.26
O (2.60, -0.25, -1.13)  -0.83
O (1.06, -0.81, 0.35)  -0.63
O (2.65, -2.23, -0.16)  -0.80
C (2.10, -1.12, -0.38)  0.94
Ag (4.52, -1.65, -1.56)  0.88

***

No. 5
Below is a molecular structure, C26H58P4STl in a non-equilibrium geometry, with properties calculated with the ωB97M-V functional and the def2-TZVPD basis.

- charge = +3
- total energy (Ha) = -2960.3718
- multiplicity = 1
- orbital gap (alpha / beta) (eV) = 4.04 / 4.53
- energy above the lowest of the compared OMol25 structures with the same formula, charge and spin (kcal per mole) = 64.64
- E_HOMO (alpha / beta) (Eh) = -0.5706 / -0.5694
- LUMO energy (alpha / beta) (eV) = -11.4835 / -10.9684
- max |F| (Eh/bohr) = 0.0914

Each line ends with the Mulliken charge.
Cartesian coordinates (Å):
Tl (0.54, -0.05, 0.12)  0.94
P (-1.87, -2.42, 0.44)  0.92
P (1.21, -1.19, 2.57)  0.79
P (-0.53, -1.42, -2.52)  0.93
H (8.16, -0.28, -1.18)  0.36
C (7.86, 0.28, -2.09)  -0.54
C (7.50, 1.57, -1.98)  -0.52
H (7.54, 2.09, -0.99)  0.26
C (-1.29, -4.17, 0.34)  -1.13
C (-2.78, -2.71, 2.07)  -1.40
C (-3.44, -2.69, -0.52)  -1.51
C (2.65, -0.02, 2.76)  -1.22
C (0.32, -0.90, 4.20)  -1.30
C (1.92, -2.84, 2.52)  -1.14
C (0.56, -0.51, -3.72)  -1.22
C (-2.10, -0.89, -3.53)  -1.12
C (-0.45, -3.12, -3.17)  -1.34
H (8.01, -0.22, -3.04)  0.29
H (7.34, 2.22, -2.87)  0.29
H (-2.16, -4.81, 0.53)  0.42
H (-0.51, -4.39, 1.07)  0.29
H (-0.88, -4.38, -0.65)  0.28
H (-3.37, -3.63, 1.89)  0.54
H (-3.47, -1.89, 2.33)  0.28
H (-2.10, -2.86, 2.92)  0.39
H (-3.95, -3.53, -0.01)  0.55
H (-3.28, -2.95, -1.58)  0.45
H (-4.10, -1.81, -0.50)  0.26
H (2.92, 0.06, 3.83)  0.51
H (2.36, 0.99, 2.39)  0.37
H (3.52, -0.35, 2.18)  0.27
H (0.72, -1.58, 4.95)  0.46
H (-0.74, -1.11, 4.03)  0.24
H (0.42, 0.13, 4.57)  0.43
H (2.60, -2.94, 3.38)  0.49
H (2.50, -3.02, 1.59)  0.27
H (1.15, -3.63, 2.57)  0.33
H (0.37, -0.83, -4.75)  0.52
H (1.61, -0.66, -3.48)  0.35
H (0.43, 0.58, -3.66)  0.37
H (-1.98, -1.18, -4.59)  0.54
H (-2.33, 0.19, -3.52)  0.29
H (-3.01, -1.39, -3.16)  0.36
H (-0.46, -3.09, -4.26)  0.49
H (-1.25, -3.79, -2.82)  0.36
H (0.49, -3.55, -2.83)  0.44
C (3.64, 0.30, -1.34)  0.61
C (3.61, -1.12, -1.49)  0.24
C (4.76, -1.84, -1.25)  -1.02
C (5.89, -1.31, -0.68)  -0.50
C (5.80, 0.03, -0.15)  -0.69
C (4.66, 0.80, -0.45)  -0.70
S (2.52, 1.25, -2.04)  -0.09
H (0.62, -1.56, -1.45)  -0.23
H (2.70, -1.66, -1.87)  0.00
H (4.77, -2.94, -1.52)  0.40
H (6.85, -1.83, -0.72)  0.59
H (6.68, 0.50, 0.33)  0.70
H (4.68, 1.84, -0.14)  0.48
C (-3.60, 0.87, 2.54)  -1.96
C (-3.64, 1.20, 1.03)  1.99
C (-4.91, 2.03, 0.72)  -1.53
P (-2.00, 1.77, 0.52)  0.58
C (-2.02, 2.34, -1.31)  2.48
C (-3.39, 2.56, -1.87)  -1.82
C (-1.11, 3.58, -1.51)  -1.62
C (-1.52, 3.18, 1.57)  0.61
C (-2.64, 4.20, 1.67)  -1.83
C (-1.01, 2.82, 2.94)  -1.33
H (-2.72, 0.30, 2.83)  0.28
H (-4.47, 0.25, 2.81)  0.59
H (-3.67, 1.79, 3.16)  0.33
H (-3.74, 0.24, 0.47)  -1.02
H (-5.71, 1.72, 1.40)  0.45
H (-4.76, 3.10, 0.89)  0.24
H (-5.27, 1.90, -0.30)  0.43
H (-1.53, 1.45, -1.84)  -1.48
H (-3.93, 3.35, -1.32)  0.41
H (-3.34, 2.92, -2.93)  0.50
H (-4.01, 1.65, -1.89)  0.37
H (-0.07, 3.40, -1.19)  0.33
H (-1.08, 3.84, -2.59)  0.45
H (-1.55, 4.45, -0.98)  0.37
H (-0.69, 3.63, 1.02)  0.51
H (-3.47, 3.87, 2.31)  0.32
H (-2.27, 5.13, 2.12)  0.49
H (-3.06, 4.50, 0.70)  0.33
H (-0.30, 1.99, 2.92)  0.12
H (-0.51, 3.68, 3.40)  0.49
H (-1.79, 2.56, 3.65)  0.29

***

No. 6
Below is a molecular structure, C3H3O2Pb in a non-equilibrium geometry, with properties calculated with the ωB97M-V functional and the def2-TZVPD basis.

- charge = +1
- total energy (Ha) = -459.0755
- multiplicity = 1
- orbital gap (eV) = 7.07
- energy above the lowest of the compared OMol25 structures with the same formula, charge and spin (kcal per mole) = 30.58
- E_HOMO (Eh) = -0.4758
- LUMO energy (eV) = -5.8724
- max |F| (Eh/bohr) = 0.0965

Each line ends with the natural charge from an NBO analysis.
Cartesian coordinates (Å):
C (0.58, -0.47, -3.58)  -0.28
C (1.04, -0.96, -2.42)  -0.90
H (-0.24, 0.26, -3.62)  0.19
H (1.88, -1.66, -2.53)  0.24
H (0.99, -0.76, -4.55)  0.22
O (-0.46, 0.61, 1.24)  -0.70
C (-0.95, 1.13, 2.16)  1.10
O (-1.38, 1.56, 3.12)  -0.38
Pb (0.22, -0.58, -0.44)  1.52